# 1
{
  "formula": "C3H8N2",
  "method": "wB97M-V/def2-TZVPD",
  "elements": ["C", "N", "N", "C", "C", "H", "H", "H", "H", "H", "H", "H", "H"],
  "xyz": [[0.3250, 0.1185, -2.2225], [0.4274, 0.8337, -1.1082], [0.9486, 0.1290, -0.0729], [0.3317, 0.4401, 1.0249], [-1.0104, -0.3239, 1.1296], [0.9741, -0.8562, -2.1232], [-0.2303, 0.5889, -3.1215], [1.0681, -0.9988, -0.1783], [0.9306, 0.1094, 1.8183], [0.3815, 1.4892, 1.2867], [-1.0502, -1.5227, 1.1446], [-1.5632, 0.0558, 2.1621], [-1.5328, -0.0632, 0.2603]],
  "orbital_gap_ev": 9.46,
  "e_above_lowest_kj_mol": 452.3,
  "smiles": "C=NNCC"
}


# 2
{
  "formula": "C10H15FN2O3",
  "method": "wB97M-V/def2-TZVPD",
  "elements": ["N", "C", "C", "C", "C", "N", "C", "C", "C", "F", "H", "H", "H", "H", "H", "H", "H", "H", "H", "C", "O", "C", "O", "O", "C", "H", "H", "H", "H", "H", "H"],
  "xyz": [[-5.3317, -1.2923, 1.2755], [-4.5720, -0.4770, 0.6189], [-3.7241, 0.7350, -0.0935], [-2.1077, 0.4838, -0.1852], [-1.8063, -0.0121, -1.7531], [-1.4752, -0.3939, -2.9692], [-1.5288, -0.7075, 0.7796], [-1.4698, -0.3423, 2.3787], [-0.4912, 0.9511, 2.7376], [-0.6569, 1.1751, 4.2190], [-4.1209, 0.8786, -1.1989], [-3.8888, 1.7640, 0.4618], [-1.4941, 1.4855, -0.0518], [-2.0879, -1.7476, 0.6539], [-0.3975, -0.8874, 0.4427], [-0.9487, -1.2764, 2.9086], [-2.5359, -0.2347, 2.8912], [0.6379, 0.6312, 2.5794], [-0.7547, 1.9179, 2.1234], [4.9140, -0.6768, 0.0712], [4.5526, -0.1681, -1.2112], [3.2236, -0.2239, -1.4798], [2.3591, -0.6585, -0.7349], [3.0231, 0.2876, -2.7205], [1.6599, 0.2927, -3.1399], [5.9981, -0.5830, 0.1787], [4.4375, -0.0939, 0.8661], [4.6501, -1.7361, 0.1547], [1.0533, 0.9143, -2.4735], [1.2660, -0.7277, -3.1848], [1.6171, 0.7223, -4.1445]],
  "orbital_gap_ev": 11.32,
  "e_above_lowest_kj_mol": 677.3,
  "smiles": "N#CC[C@H](C#N)CCCF.COC(=O)OC"
}


# 3
{
  "formula": "C48H47BiClGeI2N6O4SSi",
  "method": "wB97M-V/def2-TZVPD",
  "elements": ["Bi", "O", "C", "O", "C", "C", "C", "N", "C", "C", "C", "C", "C", "C", "C", "N", "C", "C", "C", "C", "C", "N", "H", "H", "H", "H", "H", "H", "H", "H", "H", "H", "C", "Si", "C", "C", "H", "H", "H", "H", "H", "H", "H", "H", "H", "I", "I", "Cl", "Ge", "C", "C", "C", "C", "C", "C", "C", "C", "C", "C", "C", "C", "H", "H", "H", "H", "H", "H", "H", "H", "H", "H", "H", "O", "S", "C", "C", "C", "C", "C", "C", "C", "C", "C", "C", "C", "C", "H", "H", "H", "H", "H", "H", "H", "H", "H", "H", "C", "N", "C", "C", "C", "N", "C", "O", "N", "H", "H", "H", "H", "H", "H", "H"],
  "xyz": [[0.0747, -0.0814, 0.1974], [-5.7840, 1.8795, -1.5462], [-5.7225, 0.7960, -2.1668], [-6.6122, 0.1882, -2.8024], [-4.2728, 0.2113, -2.1216], [-3.8373, -0.6091, -1.0790], [-2.5046, -1.0998, -1.0586], [-1.5996, -0.5503, -1.8980], [-1.9828, 0.1966, -2.9287], [-3.3388, 0.5329, -3.0856], [-1.0076, 0.5176, -3.9171], [-1.2977, 1.2593, -5.1160], [-0.3524, 1.2661, -6.1501], [0.9008, 0.6812, -5.9355], [1.1272, 0.0556, -4.7163], [0.2098, -0.0138, -3.7661], [-2.0637, -2.3144, -0.3553], [-3.0487, -3.2932, 0.0601], [-2.6090, -4.4628, 0.5784], [-1.1694, -4.6913, 0.8699], [-0.2136, -3.4838, 0.7090], [-0.7727, -2.4017, -0.0957], [-4.5531, -0.9426, -0.3200], [-3.6679, 1.0762, -4.0168], [-2.1939, 1.8712, -5.1358], [-0.5929, 1.7327, -7.0935], [1.6959, 0.8218, -6.6523], [2.0962, -0.3973, -4.4775], [-4.0965, -3.1193, -0.1517], [-3.2507, -5.3394, 0.6705], [-1.0398, -5.1162, 1.8615], [0.2470, -3.0652, 1.6173], [3.1624, 5.4065, -0.5419], [2.0683, 4.2470, 0.4620], [0.9677, 5.0681, 1.7725], [3.1000, 2.7736, 0.9354], [4.0505, 5.6428, 0.0260], [2.6060, 6.3322, -0.7317], [3.4810, 4.9718, -1.4874], [1.3989, 5.1246, 2.7592], [0.0053, 4.5427, 1.8188], [0.7973, 6.0716, 1.4215], [4.0666, 3.1329, 1.2508], [3.2551, 2.1520, 0.0161], [2.5859, 2.1958, 1.7319], [4.0296, 0.9223, -2.9984], [4.2720, 3.3727, -4.3136], [2.1492, -0.8133, 1.8507], [-1.1973, 0.8505, 2.7177], [-0.1698, 1.9485, 4.0837], [0.8788, 1.4040, 4.8442], [1.5023, 2.1868, 5.7906], [1.0918, 3.5149, 6.0010], [-0.0101, 4.0202, 5.3390], [-0.6224, 3.2278, 4.3596], [-2.0345, -0.6402, 3.7684], [-3.4089, -0.7213, 3.8117], [-4.0344, -1.6281, 4.6613], [-3.2811, -2.5182, 5.4526], [-1.8847, -2.3856, 5.4572], [-1.2626, -1.4890, 4.5757], [-2.3792, 1.8272, 2.4800], [1.1995, 0.4070, 4.7289], [2.3128, 1.8044, 6.3609], [1.5880, 4.1517, 6.7465], [-0.4200, 4.9855, 5.6897], [-1.4889, 3.5895, 3.7839], [-4.0497, -0.0351, 3.2344], [-5.1360, -1.6304, 4.7726], [-3.7260, -3.3067, 6.0505], [-1.2622, -2.9895, 6.1222], [-0.2069, -1.5298, 4.4606], [3.2809, -2.6603, -2.8665], [2.8638, -2.8801, -1.4351], [4.1945, -3.8116, -0.7280], [4.4246, -3.7342, 0.6282], [5.5337, -4.3392, 1.2010], [6.4385, -5.0110, 0.3624], [6.1590, -5.1274, -0.9915], [5.0809, -4.4710, -1.5613], [1.4633, -4.0454, -1.2924], [0.8699, -4.4231, -0.0218], [-0.2621, -5.5496, -0.0723], [-0.7259, -5.8270, -1.4842], [-0.1052, -5.4150, -2.6006], [1.0049, -4.4562, -2.4951], [3.7732, -3.1427, 1.2497], [5.6423, -4.3270, 2.2730], [7.3296, -5.4123, 0.7993], [6.8193, -5.6989, -1.6240], [4.9224, -4.3871, -2.6428], [1.6493, -4.6081, 0.7618], [0.0666, -6.4802, 0.4139], [-1.6393, -6.3835, -1.5530], [-0.4344, -5.7595, -3.5687], [1.4839, -3.9964, -3.3978], [0.5285, 4.9630, -3.1267], [-0.5516, 4.4425, -2.2265], [-1.8615, 4.6668, -2.6297], [-2.8675, 4.0304, -1.9715], [-2.5360, 3.2453, -0.8163], [-1.2724, 3.1519, -0.4053], [-0.2970, 3.7369, -1.0642], [0.9497, 3.5786, -0.7078], [-3.4830, 2.5837, -0.1499], [0.2398, 4.7534, -4.1667], [1.4168, 4.3974, -2.9023], [0.6782, 6.0282, -2.9755], [-2.0130, 5.3455, -3.4465], [-3.9079, 4.1429, -2.1716], [-4.4699, 2.5434, -0.5090], [-3.1488, 2.0447, 0.6733]],
  "charge": 1,
  "orbital_gap_ev": 6.20
}


# 4
{
  "formula": "C11H29AlI2OP2Si",
  "method": "wB97M-V/def2-TZVPD",
  "elements": ["I", "I", "Al", "P", "C", "C", "H", "H", "H", "H", "H", "H", "C", "H", "H", "H", "P", "C", "C", "H", "H", "H", "C", "H", "H", "H", "H", "H", "H", "C", "O", "C", "Si", "C", "C", "C", "H", "H", "H", "H", "H", "H", "H", "H", "H", "H", "H"],
  "xyz": [[-2.4060, 0.3300, -2.7191], [1.6667, 0.0682, -2.6066], [-1.0178, 0.4467, 0.4174], [-0.9136, -1.8571, -1.3149], [-1.2880, -3.1968, -0.0912], [-1.9744, -2.5577, -2.7347], [-1.6960, -3.6073, -2.8847], [0.4498, -3.6296, -2.3508], [-1.7559, -1.9766, -3.6505], [0.8602, -1.9878, -3.0207], [-2.1753, -2.9461, 0.5100], [-3.0408, -2.4655, -2.4802], [0.6749, -2.5883, -2.0858], [-1.4498, -4.1145, -0.6857], [1.5332, -2.5017, -1.4006], [-0.4051, -3.3040, 0.5566], [-0.7785, 2.5968, -1.1166], [-0.9205, 3.7536, 0.2908], [0.8173, 3.1406, -1.9354], [-1.9724, 2.8379, -3.2568], [-1.7659, 4.4492, -2.5286], [-2.9816, 3.3083, -1.8754], [-1.9801, 3.3979, -2.3084], [0.9280, 2.5612, -2.8786], [0.8267, 4.2259, -2.1401], [-0.8896, 4.7700, -0.1160], [-0.0842, 3.5834, 0.9764], [1.6533, 2.8575, -1.2717], [-1.8669, 3.5635, 0.8101], [-2.3525, 0.8590, 2.0582], [-2.9317, 1.1361, 3.0246], [0.3760, -0.1481, 3.6717], [1.4913, -0.6545, 2.2678], [3.2069, 0.0841, 2.4704], [1.7338, -2.5688, 2.3817], [0.8607, 0.1569, 0.7478], [0.8708, -0.3339, 4.6428], [-0.5750, -0.7022, 3.6566], [0.1644, 0.9314, 3.5969], [3.6067, -0.1219, 3.4603], [3.9227, -0.3030, 1.7351], [3.1571, 1.1730, 2.3433], [0.7907, -3.1087, 2.5867], [2.1908, -3.0186, 1.4751], [2.4300, -2.8038, 3.2252], [1.5507, 0.9518, 0.2770], [1.4589, -0.6864, 0.2709]],
  "charge": 2,
  "orbital_gap_ev": [5.92, 6.19],
  "e_above_lowest_kj_mol": 408.1
}


# 5
{
  "formula": "C31H34B11Br6Cl5O2PSSn",
  "method": "wB97M-V/def2-TZVPD",
  "elements": ["Sn", "Cl", "C", "C", "C", "Cl", "C", "Cl", "C", "Cl", "C", "Cl", "Br", "B", "B", "C", "B", "B", "B", "B", "B", "Br", "B", "Br", "B", "Br", "B", "Br", "B", "Br", "H", "H", "H", "H", "H", "H", "C", "C", "C", "C", "C", "C", "P", "C", "C", "C", "C", "C", "C", "C", "C", "C", "C", "C", "C", "H", "H", "H", "H", "H", "H", "H", "H", "H", "H", "H", "H", "H", "H", "O", "S", "C", "C", "C", "C", "H", "H", "H", "H", "H", "H", "H", "H", "C", "C", "O", "H", "H", "H", "H", "H", "H"],
  "xyz": [[-0.7110, -1.3549, -0.5594], [0.0725, -4.8456, -0.2469], [-1.6029, -4.4561, -0.0537], [-2.0223, -3.1271, -0.0624], [-3.3471, -2.8236, 0.2529], [-3.8491, -1.1621, 0.4142], [-4.2875, -3.8480, 0.4774], [-5.9534, -3.4788, 0.7947], [-3.8708, -5.2006, 0.4526], [-5.0065, -6.4877, 0.7110], [-2.5113, -5.4981, 0.1931], [-1.9848, -7.1614, 0.1785], [0.5766, -3.2053, 2.8367], [2.0875, -1.9972, 3.0836], [2.0190, -0.8517, 4.4799], [2.5872, 0.5509, 3.8813], [1.7907, -0.2684, 2.7829], [4.5142, -0.9459, 2.0047], [3.6894, -0.2481, 4.7547], [3.7964, 0.4061, 2.8053], [3.4384, -1.9640, 4.4475], [3.6064, -3.3057, 5.8186], [4.7773, -1.0707, 3.6824], [6.6385, -1.2702, 4.2325], [3.8412, -2.3209, 2.6990], [6.1863, -3.9899, 1.4784], [2.8309, -1.1549, 1.7578], [2.3451, -1.5709, -0.1409], [4.4129, -3.8132, 2.2335], [3.4502, -5.4928, 2.2925], [1.1585, -0.8576, 5.3167], [2.2525, 1.5171, 4.2331], [0.7749, 0.2056, 2.3163], [5.3752, -0.8544, 1.1748], [4.1302, 0.2384, 5.7734], [4.3154, 1.4563, 2.4657], [-5.0777, 2.6803, 3.0145], [-5.2831, 2.2838, 1.7128], [-4.2374, 1.8118, 0.9352], [-2.9475, 1.7533, 1.4793], [-2.7488, 2.1674, 2.7916], [-3.8090, 2.6189, 3.5562], [-1.4896, 1.2896, 0.5045], [-0.3650, 2.6883, 0.6500], [1.0008, 2.4722, 0.5091], [1.8864, 3.5289, 0.5751], [1.4142, 4.7953, 0.8758], [0.0600, 5.0165, 1.0623], [-0.8350, 3.9635, 0.9380], [-2.0415, 1.3108, -1.2094], [-2.6298, 2.4273, -1.8137], [-3.0731, 2.3539, -3.1284], [-2.8828, 1.1594, -3.7950], [-2.2801, 0.0601, -3.1877], [-1.7956, 0.1313, -1.9036], [-5.9262, 3.0356, 3.5818], [-6.2775, 2.3199, 1.2873], [-4.4085, 1.5132, -0.0845], [-1.7568, 2.1259, 3.2143], [-3.6177, 2.9555, 4.5676], [1.3612, 1.4642, 0.3250], [2.9445, 3.3592, 0.4257], [2.0959, 5.6185, 0.9864], [-0.3001, 5.9922, 1.3331], [-1.8864, 4.1378, 1.0907], [-2.7584, 3.3294, -1.2332], [-3.5111, 3.2203, -3.6140], [-3.1992, 1.0581, -4.8257], [-2.1472, -0.8415, -3.7482], [2.2438, 0.7905, -1.9291], [0.9990, 1.3008, -2.5117], [1.1933, 3.1103, -2.8092], [1.1670, 3.2874, -4.3154], [1.7122, 2.0149, -5.0042], [1.0631, 0.8266, -4.3261], [2.1601, 3.3853, -2.3759], [0.4089, 3.6510, -2.2803], [1.7544, 4.1684, -4.5877], [0.1290, 3.4800, -4.6641], [2.7994, 1.9483, -4.9099], [1.4510, 2.0658, -6.0620], [1.6251, -0.1042, -4.3525], [0.0334, 0.6542, -4.6417], [0.1540, -4.6138, -3.7850], [0.7515, -3.3083, -3.2832], [-0.2284, -2.3848, -2.7162], [0.9396, -5.2872, -4.1126], [-0.5431, -4.4487, -4.6156], [-0.4069, -5.1182, -2.9909], [1.2227, -2.7552, -4.0978], [1.4952, -3.4857, -2.5040], [-1.1232, -2.7269, -2.9595]],
  "charge": 1,
  "orbital_gap_ev": 4.33,
  "e_above_lowest_kj_mol": 122.2
}


# 6
{
  "formula": "C6H10N2O",
  "method": "wB97M-V/def2-TZVPD",
  "elements": ["C", "C", "C", "C", "C", "C", "H", "H", "H", "H", "H", "H", "H", "H", "H", "H", "N", "N", "O"],
  "xyz": [[2.9273, -0.9168, 0.0487], [1.4945, -0.4933, -0.2768], [1.1466, 0.8844, -0.5410], [-0.1921, 0.7571, -0.2847], [-1.2973, 1.8936, -0.0110], [-2.0178, -0.8041, 0.4542], [2.9967, -1.7456, 1.0812], [3.3822, -1.3142, -1.1011], [3.5085, 0.2489, 0.5158], [1.7713, 1.9315, -0.5747], [-1.2963, 2.4036, 1.0789], [-1.0327, 2.6145, -0.7263], [-2.3186, 1.7189, -0.3560], [-1.8802, -1.4499, 1.2691], [-2.5545, 0.2400, 0.7019], [-1.9020, -2.6294, -0.6472], [-0.6605, -0.4675, 0.1087], [0.4899, -1.2855, -0.0340], [-2.5651, -1.5863, -0.7056]],
  "orbital_gap_ev": 9.87,
  "e_above_lowest_kj_mol": 620.1
}


# 7
{
  "formula": "C19H15F3IrN3O3SSe2Te2",
  "method": "wB97M-V/def2-TZVPD",
  "elements": ["Ir", "C", "C", "N", "C", "C", "C", "C", "C", "C", "C", "C", "C", "N", "C", "H", "H", "H", "H", "H", "H", "H", "H", "Se", "Te", "Te", "Se", "C", "S", "O", "O", "O", "H", "H", "H", "F", "C", "F", "F", "C", "C", "C", "N", "C", "C", "H", "H", "H", "H"],
  "xyz": [[0.7455, -0.5285, 3.1614], [-1.7888, 2.9952, 2.4139], [-1.2622, 1.8043, 3.0131], [-0.2039, 1.1486, 2.4868], [0.1863, 1.4936, 1.2199], [-0.4285, 2.5429, 0.4613], [-1.3761, 3.3447, 1.1312], [-0.0017, 2.6648, -0.8525], [0.9612, 1.8350, -1.4432], [1.6088, 0.8186, -0.7463], [2.4159, -0.1921, -1.2829], [2.8627, -1.2818, -0.5440], [2.5392, -1.3467, 0.8326], [1.7729, -0.3785, 1.4415], [1.2017, 0.6633, 0.6228], [-2.4023, 3.6383, 3.0565], [-1.7340, 1.3655, 3.8858], [-1.9038, 4.1719, 0.6559], [-0.3568, 3.4511, -1.5175], [1.1021, 1.9862, -2.5091], [2.6593, -0.1180, -2.3409], [3.3707, -2.1248, -1.0538], [2.8075, -2.2363, 1.3898], [-0.7034, -1.6921, 1.5731], [-3.1405, -1.8312, 2.3752], [-2.8163, -1.2025, 5.1018], [-0.3696, -0.6782, 5.3419], [3.7196, -0.5942, 6.0804], [3.2627, -0.6140, 4.3919], [4.3539, -0.2694, 3.5332], [2.1254, 0.4377, 4.3023], [2.5542, -1.8932, 4.1048], [3.7256, 0.3123, 6.5733], [4.7133, -0.9233, 6.1035], [3.0814, -1.3373, 6.4766], [-2.2457, -2.0366, -7.5217], [-3.2041, -1.5594, -6.7104], [-4.2436, -2.4420, -6.7339], [-3.7377, -0.4156, -7.2436], [-2.5963, -1.2710, -5.3329], [-3.3678, -0.7032, -4.3167], [-2.6656, -0.3629, -3.1389], [-1.3732, -0.4148, -3.0816], [-0.6587, -1.0498, -3.9853], [-1.2671, -1.6148, -5.1215], [-4.4249, -0.3161, -4.4298], [-3.1413, 0.0933, -2.2807], [0.3826, -1.0912, -3.7239], [-0.7386, -2.2476, -5.8192]],
  "orbital_gap_ev": [2.92, 4.06],
  "e_above_lowest_kj_mol": 119.2,
  "multiplicity": 5
}


# 8
{
  "formula": "C3H3O4",
  "method": "wB97M-V/def2-TZVPD",
  "elements": ["C", "C", "C", "O", "O", "O", "O", "H", "H", "H"],
  "xyz": [[-0.0467, -0.0299, 0.0339], [0.0254, -1.3478, 0.7875], [1.4941, -2.0344, 0.7340], [1.6078, -3.1730, 0.2701], [2.3451, -1.2011, 1.0728], [-0.8356, -1.5190, 1.9023], [-1.1540, -2.1969, 0.7106], [-0.9179, 0.4538, 0.4870], [-0.0004, -0.3075, -0.9438], [0.8529, 0.3650, 0.2134]],
  "charge": -1,
  "orbital_gap_ev": 8.68,
  "e_above_lowest_kj_mol": 313.5,
  "smiles": "CC1(C(=O)[O-])OO1"
}